Run A
# C9H27N9O18

A cluster of 9 separate species, C9H27N9O18 in total (wB97M-V/def2-TZVPD, the OMol25 dataset).

Structure (ORCA input):
```
! RIJCOSX wB97M-V def2-TZVPD def2/J DEFGRID3
* xyz 0 1
C 0.9507 -3.1728 -4.8468
N -0.1653 -2.7588 -3.9878
O -0.1683 -3.1658 -2.7648
O -1.1733 -2.5668 -4.6508
H 0.9617 -4.1678 -5.0678
H 1.8437 -3.2318 -4.0338
H 1.1507 -2.4928 -5.5028
C 0.1477 -0.7518 0.3102
N 0.1597 0.7172 0.4552
O -0.5353 1.2912 -0.3838
O 1.0957 1.2312 1.0682
H 1.2467 -1.1748 0.2812
H -0.0753 -1.1388 -0.7648
H -0.4443 -1.1338 1.2642
C -4.4213 0.8332 0.1102
N -3.4913 -0.3008 0.3852
O -3.2803 -0.9488 -0.6288
O -3.1023 -0.6028 1.5252
H -3.8253 1.6682 -0.1748
H -4.7163 1.0982 1.1242
H -5.1703 0.3992 -0.4248
C 2.6787 1.1552 4.3792
N 3.9517 1.9552 4.3432
O 4.9207 1.5062 3.7232
O 3.9157 3.0532 4.8422
H 2.2657 0.9002 3.3042
H 2.0587 1.6382 5.0452
H 2.9567 0.0712 4.7572
C 4.4147 0.5262 -3.1658
N 3.2487 -0.3108 -2.7938
O 3.1737 -0.6068 -1.6168
O 2.5757 -0.9698 -3.6098
H 4.0787 1.4222 -3.6928
H 5.1497 -0.0108 -3.9198
H 4.8867 0.6942 -2.3218
C -4.1403 4.8572 -1.3878
N -3.1543 4.3932 -0.3808
O -2.2763 3.5382 -0.8158
O -3.1153 4.9282 0.7712
H -4.6613 5.6732 -0.8038
H -4.8093 4.0142 -1.6938
H -3.5543 5.3452 -2.1488
C 0.3397 4.4242 1.1622
N 1.2077 5.1932 0.3072
O 2.4137 5.2492 0.4062
O 0.7587 5.4622 -0.8018
H -0.3093 5.2452 1.5762
H 0.8437 4.0482 1.9182
H -0.4413 3.7332 0.6452
C -3.1653 -4.2838 -0.6958
N -2.2643 -4.1018 0.4622
O -1.1913 -3.6318 0.2542
O -2.6373 -4.4598 1.5942
H -2.5343 -3.8878 -1.4818
H -4.1663 -3.9028 -0.4568
H -3.2273 -5.2248 -0.8188
C 1.5287 -4.4348 2.6052
N 2.1667 -3.2058 3.1552
O 2.2627 -3.1538 4.3162
O 2.4327 -2.2568 2.4372
H 0.5297 -4.2098 2.5052
H 1.8767 -5.3018 3.1442
H 2.0227 -4.7048 1.6622
*
```

Summary:
Structure (SMILES) ... C[N+](=O)[O-].C[N+](=O)[O-].C[N+](=O)[O-].C[N+](=O)[O-].C[N+](=O)[O-].C[N+](=O)[O-].C[N+](=O)[O-].C[N+](=O)[O-].C[N+](=O)[O-]
Kohn-Sham gap ... 9.11 eV

=====

Run B
# C9H27N9O18

A cluster of 9 separate species, C9H27N9O18 in total (wB97M-V/def2-TZVPD, the OMol25 dataset).

Structure (ORCA input):
```
! RIJCOSX wB97M-V def2-TZVPD def2/J DEFGRID3
* xyz 0 1
C 3.1920 -1.8115 -2.4473
N 4.2168 -2.8515 -2.4762
O 3.8854 -4.0016 -2.3538
O 5.3887 -2.5091 -2.6746
H 3.6262 -1.1636 -1.6858
H 2.3445 -2.2937 -1.9602
H 2.9486 -1.5390 -3.4742
C 1.8730 1.8862 -4.1342
N 2.2415 1.4472 -2.7776
O 1.5759 0.6224 -2.2813
O 3.2037 2.0435 -2.3016
H 1.2696 2.7871 -4.0227
H 1.4582 1.0249 -4.6579
H 2.8685 2.1632 -4.4808
C 5.6393 1.7387 -0.7463
N 4.9215 1.4565 0.5320
O 5.3049 1.9732 1.5593
O 3.9364 0.7102 0.4225
H 5.2094 2.6700 -1.1151
H 5.4616 0.8898 -1.4066
H 6.7045 1.7736 -0.5179
C -4.3484 2.5008 1.4629
N -5.5041 2.8760 0.5491
O -6.2208 3.8344 0.8116
O -5.8274 2.1335 -0.3417
H -3.9392 1.5236 1.2066
H -4.8399 2.3863 2.4291
H -3.6171 3.3090 1.4653
C -4.2346 -1.6393 1.4355
N -5.4372 -1.1607 2.1958
O -5.5044 0.0070 2.6093
O -6.4535 -1.9449 2.1259
H -3.2978 -1.5669 1.9882
H -4.2179 -1.0090 0.5463
H -4.4910 -2.6415 1.0922
C 3.6741 -3.1406 1.9705
N 2.5283 -2.1840 2.1363
O 1.6230 -2.3106 1.2484
O 2.5464 -1.3319 3.0672
H 3.3244 -4.1500 1.7535
H 4.2773 -3.2106 2.8757
H 4.1677 -2.6211 1.1492
C 0.1748 0.2019 0.1924
N -1.0165 0.9388 -0.3632
O -1.9819 0.1436 -0.4230
O -0.9250 2.1071 -0.6317
H 0.4050 -0.6033 -0.5053
H -0.0950 -0.2745 1.1349
H 0.9556 0.9536 0.3076
C -0.1530 -2.2952 5.1689
N -1.0450 -1.8246 4.0617
O -1.9797 -2.5966 3.7481
O -0.7520 -0.8397 3.3772
H -0.0468 -1.5557 5.9625
H 0.8593 -2.3601 4.7700
H -0.4535 -3.2290 5.6441
C -3.2621 2.4932 -2.9393
N -4.0731 1.5226 -3.8152
O -4.2713 1.9128 -4.9574
O -4.5274 0.4932 -3.3471
H -2.8793 2.0224 -2.0338
H -3.9897 3.2352 -2.6106
H -2.4218 2.8778 -3.5174
*
```

Summary:
Structure (SMILES) ... C[N+](=O)[O-].C[N+](=O)[O-].C[N+](=O)[O-].C[N+](=O)[O-].C[N+](=O)[O-].C[N+](=O)[O-].C[N+](=O)[O-].C[N+](=O)[O-].C[N+](=O)[O-]
Kohn-Sham gap ... 9.55 eV

=====

On energetic grounds, run B is preferred over the next structure by 425.8 kJ/mol.

=====

Run A
# C7H11I

An isolated molecule of C7H11I (wB97M-V/def2-TZVPD, the OMol25 dataset).

Structure (ORCA input):
```
! RIJCOSX wB97M-V def2-TZVPD def2/J DEFGRID3
* xyz 0 1
C 1.1705 -1.4113 1.9404
C 0.8165 -0.7871 0.6496
C 0.1172 -1.2534 -0.3333
C -0.2944 -0.3913 -1.4972
C -1.6942 0.1182 -1.3608
C -1.9515 1.3636 -0.9571
C -1.0643 2.4623 -0.5648
I -4.0217 1.8428 -0.7448
H 1.0292 -0.7156 2.8274
H 2.1874 -1.6709 1.8188
H 0.6822 -2.3041 2.1616
H 1.0316 0.3187 0.3742
H -0.1434 -2.2351 -0.3862
H 0.5487 0.2607 -1.6038
H -0.2223 -1.1216 -2.4099
H -2.4318 -0.6881 -1.4773
H -0.0187 2.2833 -1.0656
H -1.0940 2.4866 0.4792
H -1.4442 3.5462 -1.0114
*
```

Summary:
Structure (SMILES) ... C/C=C/C/C=C(\C)I
Kohn-Sham gap ... 9.43 eV

=====

Run B
# C7H11I

An isolated molecule of C7H11I (wB97M-V/def2-TZVPD, the OMol25 dataset).

Structure (ORCA input):
```
! RIJCOSX wB97M-V def2-TZVPD def2/J DEFGRID3
* xyz 0 1
C 1.6348 1.3355 0.7242
C 0.3710 0.6101 0.7340
C -0.7913 0.7578 1.3246
C -1.9376 -0.1263 0.8281
C -1.2765 -0.7534 -0.4973
C 0.2464 -0.7338 -0.3964
C 1.0068 -0.5872 -1.6739
I 0.8301 -2.5940 0.7645
H 2.3930 0.5556 0.5232
H 2.0861 1.8816 1.6874
H 1.5312 2.1682 -0.1467
H -1.0124 1.5330 2.0910
H -2.2140 -1.0283 1.4680
H -2.9507 0.4059 0.5622
H -1.8209 -1.6544 -0.7657
H -1.7285 0.0048 -1.1606
H 2.0493 -0.9563 -1.5384
H 0.8072 0.4695 -2.0498
H 0.7761 -1.2881 -2.4785
*
```

Summary:
Structure (SMILES) ... CC1=CCC[C@]1(C)I
Kohn-Sham gap ... 9.43 eV

=====

On energetic grounds, run B is preferred over the next structure by 36.0 kJ/mol.

=====

Run A
# C3H3OP

An isolated molecule of C3H3OP (wB97M-V/def2-TZVPD, the OMol25 dataset).

Structure (ORCA input):
```
! RIJCOSX wB97M-V def2-TZVPD def2/J DEFGRID3
* xyz 0 1
O -1.1861 -1.3670 1.7033
P -1.0513 0.3220 1.6152
C 0.0368 0.4229 0.1940
C 0.6422 1.2054 -0.8283
C 0.7931 -0.1461 -1.0220
H -1.5182 -1.7669 0.7920
H 0.9278 2.2351 -1.0793
H 1.3557 -0.9055 -1.3749
*
```

Summary:
Structure (SMILES) ... OP=c1cc1
Kohn-Sham gap ... 7.86 eV

=====

Run B
# C3H3OP

An isolated molecule of C3H3OP (wB97M-V/def2-TZVPD, the OMol25 dataset).

Structure (ORCA input):
```
! RIJCOSX wB97M-V def2-TZVPD def2/J DEFGRID3
* xyz 0 1
C 0.4104 -0.2918 0.0675
C -0.8744 -0.0451 -0.0983
P -2.3523 -1.1242 0.0218
C -3.2906 0.1924 0.1020
O -3.9942 1.0826 -0.0516
H 0.7890 -1.2872 0.2555
H 1.0696 0.5687 -0.0553
H -1.2911 0.9765 -0.2815
*
```

Summary:
Structure (SMILES) ... C=CP=C=O
Kohn-Sham gap ... 8.87 eV

=====

Run C
# C3H3OP

An isolated molecule of C3H3OP (wB97M-V/def2-TZVPD, the OMol25 dataset).

Structure (ORCA input):
```
! RIJCOSX wB97M-V def2-TZVPD def2/J DEFGRID3
* xyz 0 1
C -0.5888 -0.5400 -0.0371
C 0.5781 -0.7551 -0.8408
C -0.2605 0.8418 0.5040
O 0.9478 -1.5141 -1.6934
P 1.6485 0.6070 0.0988
H -1.1408 -1.2956 0.4929
H -0.4909 1.0066 1.5566
H -0.6934 1.6494 -0.0810
*
```

Summary:
Kohn-Sham gap (alpha / beta) ... 7.33 / 7.16 eV

=====

On energetic grounds, run B is preferred over the next structure by 143.2 kJ/mol.

=====

Run A
# C44H50ClN2O3Se4TeTl

A structure of composition C44H50ClN2O3Se4TeTl (wB97M-V/def2-TZVPD, the OMol25 dataset).

Structure (ORCA input):
```
! RIJCOSX wB97M-V def2-TZVPD def2/J DEFGRID3
* xyz -2 1
Tl -0.3791 1.0360 2.0183
Cl -3.6739 7.9228 0.8376
C -3.1545 6.3404 1.4062
C -4.1178 5.3633 1.7070
C -3.7235 4.1386 2.1611
C -2.3430 3.7955 2.3775
O -2.0483 2.6948 2.9300
C -1.3800 4.7973 2.0026
C 0.0504 4.6577 2.0507
N 0.7778 3.6107 2.2074
C 2.1833 3.7541 2.1442
C 2.8724 4.8935 1.7865
C 4.2797 4.9525 1.7719
C 5.0345 3.8626 2.0951
C 4.3825 2.6560 2.4352
C 5.0948 1.4709 2.7394
C 4.4204 0.3297 3.0450
C 3.0082 0.3712 3.0587
N 2.3269 1.4468 2.7853
C 2.9699 2.5950 2.4628
C -1.8286 6.0602 1.5549
H -5.1681 5.5912 1.5678
H -4.4497 3.3734 2.4041
H 0.5388 5.6269 1.9054
H 2.3409 5.7867 1.4902
H 4.7605 5.8837 1.4963
H 6.1177 3.9011 2.0889
H 6.1788 1.4949 2.7172
H 4.9337 -0.5937 3.2778
H 2.4311 -0.5184 3.3000
H -1.0946 6.8184 1.3047
C -0.8813 -2.0802 -4.8924
C -1.0043 -0.5600 -5.0728
C -2.2376 -0.2831 -5.9322
C 0.2302 -0.0466 -5.8282
C -1.0874 0.1190 -3.7055
C -0.0724 -0.0624 -2.7790
C -0.1177 0.5387 -1.5333
Se 1.3204 0.2132 -0.3113
C 1.1467 -1.6581 0.0390
C 1.9566 -2.5225 -0.6790
C 1.9743 -3.8890 -0.4193
C 1.2309 -4.3088 0.6857
C 0.4524 -3.4718 1.4761
C 0.2384 -2.1144 1.0527
O -0.7035 -1.3911 1.5290
C -0.2200 -4.0673 2.7267
C -1.4195 -4.9272 2.3010
C 0.7895 -4.9578 3.4741
C -0.7048 -3.0230 3.7399
C 2.7392 -4.8406 -1.3395
C 2.6526 -6.2912 -0.8649
C 2.1409 -4.7656 -2.7537
C 4.2217 -4.4484 -1.4098
C -1.1760 1.3892 -1.1217
O -1.1929 1.9861 0.0325
C -2.2327 1.5649 -2.0752
C -2.1463 0.9431 -3.3137
C -3.4437 2.4316 -1.7113
C -2.9971 3.8745 -1.4246
C -4.4738 2.4897 -2.8420
C -4.1483 1.8412 -0.4796
H -0.8537 -2.5865 -5.8640
H -1.7289 -2.4654 -4.3216
H 0.0277 -2.3426 -4.3480
H -2.1431 -0.8087 -6.8869
H -2.3467 0.7835 -6.1430
H -3.1504 -0.6305 -5.4430
H 0.3045 -0.5143 -6.8167
H 1.1455 -0.2669 -5.2757
H 0.1710 1.0364 -5.9591
H 0.7821 -0.6916 -3.0103
H 2.5892 -2.1015 -1.4547
H 1.2804 -5.3540 0.9665
H -1.1097 -5.7228 1.6167
H -2.1595 -4.3062 1.7912
H -1.8953 -5.3864 3.1748
H 1.0932 -5.8307 2.8919
H 0.3439 -5.3187 4.4058
H 1.6869 -4.3867 3.7237
H -1.5375 -2.4401 3.3616
H 0.0898 -2.3229 4.0095
H -1.0142 -3.5371 4.6558
H 1.6161 -6.6329 -0.8238
H 3.0938 -6.4148 0.1274
H 3.1957 -6.9377 -1.5605
H 1.0780 -5.0162 -2.7296
H 2.6500 -5.4589 -3.4339
H 2.2319 -3.7561 -3.1601
H 4.6689 -4.4683 -0.4132
H 4.3457 -3.4415 -1.8126
H 4.7752 -5.1403 -2.0547
H -2.9566 1.0993 -4.0116
H -2.5466 4.3113 -2.3217
H -2.2661 3.9013 -0.6178
H -3.8563 4.4870 -1.1357
H -4.0565 2.9346 -3.7500
H -5.3131 3.1122 -2.5199
H -4.8655 1.4984 -3.0879
H -3.4708 1.7934 0.3698
H -4.5048 0.8304 -0.6995
H -5.0086 2.4605 -0.2045
Se -1.8812 2.0108 6.0256
Se -2.0075 0.7407 7.8697
Te 1.2406 -0.0677 6.2876
Se 0.0866 1.5529 4.8845
*
```

Summary:
Kohn-Sham gap (alpha / beta) ... 4.98 / 4.79 eV

=====

Run B
# C44H50ClN2O3Se4TeTl

A structure of composition C44H50ClN2O3Se4TeTl (wB97M-V/def2-TZVPD, the OMol25 dataset).

Structure (ORCA input):
```
! RIJCOSX wB97M-V def2-TZVPD def2/J DEFGRID3
* xyz -2 1
Tl 0.7393 -2.1379 0.5299
Cl -1.0344 -7.3081 -4.9865
C -0.3149 -6.3468 -3.6993
C 1.0175 -5.9221 -3.8165
C 1.5833 -5.1725 -2.8285
C 0.8803 -4.7982 -1.6291
O 1.4996 -4.1961 -0.7056
C -0.4912 -5.2209 -1.5589
C -1.4152 -4.9239 -0.4932
N -1.3047 -4.0971 0.4763
C -2.3903 -3.9427 1.3512
C -3.6381 -4.4984 1.2289
C -4.6542 -4.2630 2.1785
C -4.4352 -3.4567 3.2581
C -3.1688 -2.8417 3.4130
C -2.8731 -1.9627 4.4844
C -1.6501 -1.3737 4.5669
C -0.6969 -1.6656 3.5607
N -0.9373 -2.4750 2.5695
C -2.1523 -3.0760 2.4673
C -1.0387 -6.0062 -2.5946
H 1.5830 -6.1856 -4.7028
H 2.6068 -4.8315 -2.9058
H -2.3357 -5.5195 -0.5936
H -3.8828 -5.1294 0.3826
H -5.6193 -4.7336 2.0351
H -5.2101 -3.2724 3.9923
H -3.6399 -1.7685 5.2269
H -1.3953 -0.6951 5.3689
H 0.2903 -1.2128 3.5902
H -2.0687 -6.3368 -2.5127
C -0.5829 4.5261 -2.6505
C -1.3937 3.4987 -3.4541
C -1.0720 3.6967 -4.9354
C -2.8891 3.7775 -3.2467
C -1.0613 2.0876 -2.9753
C -1.2551 1.7489 -1.6463
C -0.9536 0.4856 -1.1732
Se -1.2442 0.1054 0.6738
C -0.0370 1.3144 1.5014
C -0.5553 2.4815 2.0352
C 0.2447 3.3910 2.7138
C 1.5778 3.0165 2.8875
C 2.1349 1.8335 2.4187
C 1.3526 0.9839 1.5681
O 1.8749 0.0229 0.8991
C 3.6107 1.5465 2.7496
C 4.5052 2.3925 1.8333
C 3.9037 1.9251 4.2129
C 4.0174 0.0743 2.6043
C -0.3401 4.7147 3.1990
C 0.6888 5.5573 3.9534
C -0.8392 5.5308 1.9981
C -1.5219 4.4545 4.1427
C -0.4334 -0.5391 -1.9983
O -0.1509 -1.7324 -1.5539
C -0.2442 -0.1970 -3.3728
C -0.5687 1.0814 -3.8077
C 0.3175 -1.2422 -4.3340
C -0.6218 -2.4528 -4.3895
C 0.4601 -0.7066 -5.7620
C 1.7164 -1.6760 -3.8744
H -0.7940 5.5411 -3.0001
H 0.4865 4.3363 -2.7558
H -0.8186 4.4788 -1.5865
H -1.3055 4.7249 -5.2239
H -1.6565 3.0271 -5.5694
H -0.0152 3.5192 -5.1426
H -3.1483 4.7852 -3.5862
H -3.1598 3.6939 -2.1938
H -3.4928 3.0572 -3.8021
H -1.6377 2.4806 -0.9424
H -1.6155 2.6735 1.9071
H 2.2253 3.6812 3.4408
H 4.2919 3.4585 1.9479
H 4.3355 2.1212 0.7901
H 5.5609 2.2242 2.0646
H 3.7929 2.9923 4.4092
H 4.9309 1.6501 4.4604
H 3.2357 1.3855 4.8863
H 4.0085 -0.2573 1.5717
H 3.3541 -0.5879 3.1645
H 5.0244 -0.0496 3.0135
H 1.5464 5.8003 3.3242
H 1.0579 5.0403 4.8410
H 0.2294 6.4957 4.2756
H -0.0235 5.7165 1.2972
H -1.2481 6.4921 2.3225
H -1.6201 4.9919 1.4582
H -1.2014 3.8622 5.0013
H -2.3184 3.9056 3.6397
H -1.9418 5.3968 4.5074
H -0.4141 1.3132 -4.8498
H -1.6003 -2.1495 -4.7728
H -0.7527 -2.8957 -3.4028
H -0.2144 -3.2139 -5.0579
H -0.5007 -0.4072 -6.1869
H 0.8692 -1.4994 -6.3929
H 1.1403 0.1464 -5.8143
H 1.6884 -2.0930 -2.8717
H 2.3955 -0.8192 -3.8774
H 2.1130 -2.4345 -4.5546
Se 3.4519 -5.4697 1.4462
Se 5.1408 -5.5744 2.9113
Te 2.4273 -3.6219 4.6348
Se 1.6796 -4.2493 2.3980
*
```

Summary:
Kohn-Sham gap (alpha / beta) ... 4.18 / 4.18 eV

=====

On energetic grounds, run A is preferred over the next structure by 11.0 kJ/mol.